Density functional theory data (the ωB97M-V functional and the def2-TZVPD basis) for a molecular structure, C4H2FLiO4Yb in a non-equilibrium geometry.

largest force on an atom	0.0807	hartree/bohr
orbital gap	8.13	eV
HOMO energy	-16.636	eV
total charge	+2
LUMO level	-8.51	eV

Atoms and positions in Å:
O  3.750  0.324  -0.169
C  4.886  0.107  -0.086
O  6.025  -0.090  0.000
O  -2.533  -0.849  0.786
C  -2.959  0.352  0.568
C  -1.105  -0.975  0.494
O  -1.934  1.120  0.232
C  -0.802  0.318  -0.228
Li  -4.139  0.963  -1.302
H  -0.948  -1.865  -0.122
H  -0.582  -1.053  1.453
F  -1.062  0.138  -1.607
Yb  1.403  1.510  -0.020

Density functional theory data (the ωB97M-V functional and the def2-TZVPD basis) for a single C4H2FNO molecule in a non-equilibrium geometry.

largest force on an atom	0.1292	hartree/bohr
orbital gap	9.46	eV
HOMO energy	-11.034	eV
SMILES string	C=C(F)C(=O)C#N
LUMO level	-1.58	eV
energy above the lowest of the compared OMol25 structures with the same formula, charge and spin	86.2	kJ/mol

Atoms and positions in Å:
C  -0.314  -1.522  -1.239
C  -0.129  -0.168  -0.969
F  0.031  0.765  -1.893
C  -0.006  0.506  0.324
O  0.170  1.718  0.498
C  0.015  -0.345  1.560
N  0.268  -1.078  2.492
H  -0.337  -1.896  -2.199
H  -0.573  -2.016  -0.243

Density functional theory data (the ωB97M-V functional and the def2-TZVPD basis) for a single C4H2FNO2S molecule in a non-equilibrium geometry.

largest force on an atom	0.1312	hartree/bohr
orbital gap (alpha / beta)	6.80 / 6.74	eV
2S+1	3
HOMO energy (alpha / beta)	-6.366 / -10.237	eV
LUMO level (alpha / beta)	0.43 / -3.49	eV

Atoms and positions in Å:
C  -0.388  -0.148  0.488
C  0.171  0.111  -0.722
C  -1.695  -0.735  0.293
C  -2.104  -0.764  -1.015
N  -3.447  -1.211  -1.483
O  -4.235  -1.625  -0.694
O  -3.561  -1.107  -2.647
F  -2.294  -1.374  1.267
S  -0.967  0.037  -2.052
H  0.054  -0.087  1.394
H  1.118  0.459  -1.044

Number 1: E_tot -46804.86220 eV. Number 2: E_tot -10432.86206 eV. Number 3: E_tot -23310.65840 eV.